(1)
Entry from the Open Molecules 2025 dataset: a molecular structure, C28H63NO7 (wB97M-V/def2-TZVPD).

Computed properties:
HOMO-LUMO gap = 8.84 eV
2S+1 = 1
energy relative to the best compared isomer or geometry (same formula, charge and spin) = 399.6 kcal per mole
E_HOMO = -8.435 eV
LUMO energy = 0.41 eV

```
99
Properties=species:S:1:pos:R:3:forces:R:3
C -3.569 -0.575 0.684 -1.935 -0.104 4.085
C -2.791 0.241 1.698 -1.333 -1.892 1.810
N -2.678 -0.613 2.914 -0.030 1.790 0.892
C -1.885 -0.099 4.026 1.147 -0.171 -0.030
C -0.443 0.390 3.631 -1.687 0.606 0.175
C -3.744 -1.513 3.386 -2.650 1.994 0.481
C -4.895 -0.755 3.988 -1.313 0.028 0.555
H -3.089 -1.468 0.284 -0.988 -0.591 3.118
H -3.859 -0.005 -0.198 0.223 -2.332 5.115
H -4.538 -0.840 1.107 -0.099 -0.246 0.524
H -1.790 0.509 1.359 -0.789 -0.312 1.022
H -3.372 1.119 1.978 0.008 0.603 -0.316
H -2.452 0.654 4.575 0.271 0.485 0.166
H -1.714 -0.924 4.717 -0.259 -0.130 0.160
H 0.156 0.769 4.458 -0.458 -0.189 0.510
H 0.184 -0.348 3.130 -0.430 0.258 0.138
H -0.571 1.263 2.991 -0.056 -0.219 -0.160
H -3.452 -2.144 4.226 0.879 0.188 0.008
H -4.080 -2.264 2.672 0.102 0.511 -0.411
H -5.560 -0.190 3.335 0.202 -0.129 -0.476
H -4.607 -0.045 4.763 0.347 -0.089 0.048
H -5.514 -1.502 4.485 -0.345 0.085 0.123
C 0.516 0.271 -5.148 0.820 -0.696 -0.323
O 1.256 -0.588 -4.264 0.044 -0.572 -1.238
H 1.246 0.894 -5.664 -0.276 0.521 0.263
H 0.055 -0.323 -5.937 -0.338 0.043 0.087
H -0.231 0.801 -4.557 0.046 0.386 -0.514
H 1.003 -1.475 -4.530 0.303 -0.223 0.231
C -0.949 -2.145 1.822 0.103 -0.034 0.924
O -1.787 -2.718 2.743 1.045 -4.771 -0.418
H -1.485 -1.362 1.286 0.477 -0.437 0.693
H -0.137 -1.773 2.447 0.525 0.317 -1.104
H -0.503 -2.760 1.041 -0.405 -1.139 0.441
H -2.286 -1.999 3.137 1.704 -0.494 -0.834
C 3.175 1.926 -2.217 1.488 0.039 -1.588
C 3.037 1.550 -0.788 0.082 0.342 0.239
C 4.222 2.146 -0.105 0.603 -1.463 2.009
O 4.970 2.794 -1.044 1.586 1.925 -0.443
C 4.655 2.318 -2.299 -0.898 0.023 -1.334
H 2.535 2.735 -2.569 -0.018 0.247 0.307
H 2.992 1.089 -2.892 0.410 0.014 -0.065
H 3.065 0.464 -0.696 0.369 0.790 0.414
H 2.152 1.982 -0.320 1.964 -0.506 -1.914
H 4.796 1.326 0.327 0.493 -0.407 0.111
H 3.955 2.765 0.751 0.480 0.166 -0.824
H 5.238 1.452 -2.612 0.363 -0.264 0.229
H 4.791 3.088 -3.058 0.318 0.177 0.142
C -2.411 -0.544 -2.810 -0.445 -1.746 -0.497
C -3.171 -0.666 -1.496 1.545 -1.121 -4.219
C -3.633 0.729 -1.358 -0.895 3.242 -3.626
O -4.089 1.088 -2.667 -0.140 -0.399 -1.348
C -3.301 0.341 -3.653 1.269 0.496 1.143
H -2.326 -1.540 -3.245 0.221 -0.073 -0.218
H -1.404 -0.133 -2.729 -0.739 -0.220 0.272
H -2.622 -0.998 -0.614 0.960 -0.077 -3.928
H -4.062 -1.291 -1.562 -0.009 -0.301 -0.292
H -2.853 1.430 -1.061 -0.066 -0.024 0.054
H -4.421 0.838 -0.613 -1.265 1.786 -1.867
H -2.593 1.012 -4.141 -0.642 0.448 -0.542
H -3.790 -0.312 -4.376 -1.016 0.721 0.129
C 1.029 -0.529 -1.169 0.477 1.563 -3.814
C 0.144 -0.389 -0.001 -0.851 -0.461 1.584
C -0.901 0.579 -0.446 0.115 -0.156 -1.513
O -0.272 1.313 -1.430 -0.570 4.494 0.270
C 0.654 0.607 -2.164 -1.850 -1.500 0.037
H 0.992 -1.515 -1.633 -1.729 1.351 -0.224
H 2.105 -0.453 -1.013 -1.592 0.459 -0.157
H 0.616 -0.014 0.907 0.239 -0.338 -0.014
H -0.311 -1.326 0.319 0.886 0.831 -1.308
H -1.301 1.302 0.265 0.204 -0.351 -0.699
H -1.698 0.047 -0.966 1.476 0.642 1.480
H 1.448 1.235 -2.568 -1.206 -0.485 0.469
H 0.004 0.282 -2.976 1.331 -0.514 0.219
C 0.930 2.204 0.866 -1.685 1.375 2.262
C 1.667 1.910 2.167 0.406 -0.744 0.523
C 2.393 3.196 2.593 -0.219 -1.074 -0.264
O 2.601 3.859 1.350 -0.724 0.660 0.611
C 1.377 3.655 0.656 -0.120 0.366 -1.449
H -0.159 2.166 0.814 0.455 0.428 0.881
H 1.290 1.404 0.220 -1.727 1.375 0.673
H 2.366 1.192 1.738 0.905 -0.148 0.933
H 1.142 1.396 2.972 0.594 0.656 -0.526
H 3.327 2.962 3.105 0.287 0.215 -0.373
H 1.807 3.778 3.305 -0.316 0.310 -0.149
H 1.432 3.879 -0.409 0.895 0.008 -0.201
H 0.682 4.437 0.963 -0.599 -0.430 0.652
C 2.045 -2.335 -0.248 1.243 -4.182 3.343
C 2.746 -3.531 0.478 -0.240 -0.440 0.332
C 3.157 -4.478 -0.718 -1.328 1.717 3.508
O 3.407 -3.544 -1.690 0.977 -0.201 -2.589
C 2.921 -2.250 -1.417 0.503 -0.613 -0.408
H 1.908 -1.407 0.307 0.628 -1.531 0.671
H 1.090 -2.758 -0.562 -0.099 0.053 0.376
H 2.095 -4.063 1.172 -0.094 0.117 0.137
H 3.639 -3.243 1.034 0.055 0.262 -0.035
H 2.259 -5.081 -0.857 0.240 -0.520 -0.772
H 4.023 -5.038 -0.365 0.065 -0.268 -0.755
H 2.227 -1.898 -2.180 1.971 -0.285 -1.141
H 3.774 -1.625 -1.150 0.122 0.496 -0.659
```
Forces are in eV/Å.

=====

(2)
Entry from the Open Molecules 2025 dataset: 9 unconnected molecules or ions with the total composition C28H64N4O12S2 (wB97M-V/def2-TZVPD).

Computed properties:
HOMO-LUMO gap = 8.81 eV
2S+1 = 1
energy relative to the best compared isomer or geometry (same formula, charge and spin) = 0.0 kcal per mole
E_HOMO = -8.714 eV
LUMO energy = 0.10 eV

```
110
Properties=species:S:1:pos:R:3:forces:R:3
C 0.434 2.750 -5.886 -0.601 0.073 -0.566
S -0.179 1.916 -4.397 1.278 0.476 0.472
O 0.632 0.665 -4.195 -0.430 0.345 -0.310
C 0.614 3.115 -3.249 0.025 -0.450 -0.424
H 0.042 3.769 -5.937 0.179 0.066 0.456
H 0.018 2.300 -6.790 0.183 -0.462 0.197
H 1.521 2.737 -5.908 0.034 -0.035 0.100
H 0.144 4.096 -3.290 -0.309 -0.134 0.259
H 1.666 3.254 -3.504 -0.032 -0.239 -0.183
H 0.585 2.615 -2.283 -0.303 0.330 0.150
C -4.291 -1.745 1.203 -0.071 0.063 -0.026
S -4.799 -2.883 2.531 0.262 -0.172 -0.747
O -5.107 -4.184 1.844 0.224 0.592 0.538
C -3.123 -3.027 3.236 -0.285 -0.096 -0.778
H -3.511 -2.167 0.566 0.153 -0.234 0.349
H -3.939 -0.819 1.657 -0.037 0.046 -0.067
H -5.136 -1.562 0.541 -0.209 0.040 0.291
H -3.145 -3.538 4.193 -0.059 -0.063 -0.024
H -2.612 -2.068 3.284 -0.181 0.072 0.131
H -2.645 -3.620 2.454 0.211 -0.215 0.298
C -0.248 -0.222 1.367 -0.014 -0.691 0.342
O -0.621 -1.112 2.125 -0.390 0.007 -0.040
N 0.967 -0.219 0.808 0.308 0.547 0.190
C 1.343 0.839 -0.128 -0.876 -0.613 -0.112
C 1.902 -1.306 0.990 -0.277 -0.763 -0.980
H -0.896 0.612 1.077 0.096 0.177 -0.011
H 2.360 1.189 0.031 0.001 0.109 0.197
H 0.603 1.627 0.007 0.308 0.322 -0.020
H 1.233 0.472 -1.154 0.225 0.020 -0.099
H 2.891 -0.902 1.192 0.128 -0.181 -0.010
H 1.639 -2.109 1.675 -0.368 0.791 0.764
H 1.878 -1.893 0.064 0.592 0.284 -0.258
C 0.151 -4.553 1.935 -0.187 -0.005 -0.587
O 0.633 -5.231 2.812 0.278 -0.042 0.191
N 0.371 -4.716 0.595 0.094 0.417 0.799
C -0.461 -4.017 -0.365 0.775 -0.901 -0.293
C 1.313 -5.698 0.118 -0.194 -0.317 -0.076
H -0.530 -3.710 2.121 0.008 0.012 0.132
H 0.194 -3.529 -1.095 -0.201 0.288 0.000
H -1.113 -3.306 0.135 -0.025 0.011 -0.039
H -1.012 -4.797 -0.903 -0.413 0.391 -0.099
H 1.862 -6.114 0.958 -0.007 0.147 0.078
H 0.797 -6.530 -0.371 -0.015 0.025 -0.086
H 2.012 -5.262 -0.600 -0.007 0.092 -0.006
C 4.707 3.727 -3.215 -0.173 0.066 -0.128
O 3.850 3.975 -2.385 0.136 0.016 -0.059
N 5.176 2.499 -3.505 -0.394 -0.017 0.373
C 6.074 2.233 -4.593 0.771 0.244 -0.232
C 4.666 1.324 -2.820 0.024 -0.278 -0.317
H 5.179 4.505 -3.840 -0.029 0.046 0.070
H 6.300 3.124 -5.181 -0.283 0.168 0.181
H 5.668 1.496 -5.288 -0.026 -0.108 0.156
H 7.043 1.898 -4.208 -0.124 -0.292 -0.099
H 5.513 0.699 -2.528 -0.075 -0.137 -0.060
H 4.079 1.545 -1.935 0.062 0.471 -0.045
H 4.018 0.785 -3.519 0.051 -0.244 0.132
C 6.128 -2.573 -2.548 0.058 0.274 0.859
O 7.308 -2.774 -2.370 0.009 -0.101 -0.424
N 5.266 -2.190 -1.575 -0.894 0.299 -0.589
C 5.597 -1.985 -0.188 0.692 -0.315 0.368
C 3.853 -2.011 -1.873 -0.336 -0.970 0.651
H 5.574 -2.646 -3.497 0.384 -0.166 -0.303
H 6.660 -2.120 0.002 0.076 0.067 -0.415
H 5.109 -2.722 0.453 -0.315 0.077 -0.064
H 5.330 -0.980 0.138 -0.159 0.048 -0.032
H 3.523 -2.205 -2.893 0.715 0.467 -0.318
H 3.301 -2.797 -1.341 -0.073 0.247 0.332
H 3.510 -1.045 -1.507 -0.105 0.089 -0.204
O -2.148 0.952 -1.313 0.603 -0.495 0.314
C -2.808 0.802 -2.314 0.502 1.087 0.898
O -2.861 -0.311 -3.017 -0.544 -0.050 -0.648
C -1.873 -1.312 -2.794 1.244 -0.652 0.158
C -2.115 -2.469 -3.743 0.036 0.121 0.451
C -3.645 1.937 -2.803 -0.905 -0.056 -0.720
H -1.832 -1.674 -1.764 -0.490 0.262 0.104
H -0.881 -0.888 -2.978 -0.140 0.251 -0.115
H -3.001 -3.015 -3.419 -0.192 0.063 -0.448
H -1.284 -3.173 -3.681 0.100 0.095 0.064
H -2.159 -2.107 -4.768 -0.299 -0.132 -0.032
H -3.661 1.991 -3.892 -0.213 -0.175 0.033
H -3.345 2.911 -2.431 0.453 -0.218 0.237
H -4.658 1.786 -2.419 -0.080 -0.071 -0.285
O -2.689 1.680 6.012 -0.421 -0.107 -0.098
C -2.524 0.563 5.580 0.892 0.840 -0.130
O -3.461 -0.378 5.546 -0.242 -0.488 -0.438
C -4.795 0.018 5.870 -0.495 0.157 0.470
C -5.677 -1.220 5.999 0.764 0.274 0.151
C -1.191 0.094 5.059 0.141 0.158 0.534
H -5.178 0.691 5.099 0.125 -0.061 -0.128
H -4.780 0.611 6.786 0.081 -0.158 0.076
H -6.565 -0.936 6.559 -0.271 -0.119 -0.322
H -5.173 -1.995 6.578 0.086 0.088 0.063
H -5.882 -1.638 5.017 -0.358 0.004 0.036
H -0.461 0.392 5.816 -0.033 -0.489 0.200
H -0.827 0.654 4.200 -0.586 -0.082 -0.312
H -1.210 -0.972 4.861 0.323 0.015 -0.055
O -0.554 3.510 1.404 0.556 -0.760 0.254
C -1.473 4.271 1.307 -0.167 0.519 -0.521
O -1.698 5.280 2.151 -0.341 0.023 -0.035
C -0.887 5.359 3.327 0.188 -0.572 0.325
C -1.276 4.328 4.381 0.130 0.772 0.681
C -2.421 4.312 0.149 -0.420 0.740 -0.401
H -1.055 6.376 3.670 0.051 -0.045 0.191
H 0.175 5.232 3.107 -0.118 0.072 -0.440
H -2.192 4.622 4.895 -0.137 -0.204 -0.172
H -0.494 4.372 5.146 -0.046 -0.126 0.015
H -1.346 3.292 4.065 0.004 0.118 -0.355
H -3.436 4.582 0.440 -0.005 -0.368 0.250
H -2.390 3.420 -0.467 0.089 -0.190 0.249
H -2.140 5.171 -0.471 0.272 -0.116 -0.020
```
Forces are in eV/Å.